# C12H22O4S

C12H22O4S as an isolated structure in a non-equilibrium geometry (wB97M-V/def2-TZVPD, the Open Molecules 2025 dataset).

Atoms and positions in Å:
C: 4.021 -0.814 1.308
C: 3.989 -0.091 -0.079
C: 4.551 -0.896 -1.334
C: 3.553 1.204 -0.323
C: 2.289 1.899 0.290
C: 1.249 0.913 0.972
C: -0.180 1.152 0.286
C: -0.729 2.568 0.796
C: -1.198 -0.032 0.607
C: -2.631 0.413 0.102
C: -3.504 -0.735 -0.511
C: -3.846 -2.008 0.343
O: -4.841 -2.701 -0.477
S: -4.513 -2.266 -2.071
O: -4.313 -3.472 -2.909
O: -5.599 -1.494 -2.747
O: -3.159 -1.296 -1.802
H: 3.312 -1.697 1.247
H: 5.041 -1.125 1.643
H: 3.583 -0.106 2.066
H: 4.239 -0.416 -2.297
H: 5.679 -0.902 -1.288
H: 4.163 -1.940 -1.220
H: 4.144 1.802 -1.072
H: 1.754 2.396 -0.575
H: 2.551 2.712 1.026
H: 1.527 -0.170 0.922
H: 1.112 1.280 2.035
H: -0.057 1.170 -0.837
H: -1.356 2.375 1.703
H: -1.355 2.985 -0.050
H: 0.090 3.315 0.961
H: -0.835 -0.961 0.072
H: -1.215 -0.281 1.711
H: -3.198 0.824 0.987
H: -2.606 1.253 -0.649
H: -4.529 -0.289 -0.703
H: -3.025 -2.778 0.465
H: -4.157 -1.791 1.401

Forces on the atoms, in the same order (eV/Å):
-2.0196 0.4095 -0.7379
0.4572 0.9949 -0.9920
0.8272 0.9127 1.4700
0.0207 -1.0568 0.6514
0.7006 -0.2444 0.3341
-1.0334 1.0786 -0.3800
0.5652 -0.2500 0.9065
-0.2374 -0.8502 -1.3887
0.3207 0.7525 -0.5755
0.1228 -0.9168 -0.0963
-1.7934 0.6128 1.5649
1.3557 -0.3475 0.5189
0.8605 1.4756 -1.5966
-2.8350 -1.4857 -4.5877
1.2893 2.2252 3.0329
2.6468 -0.5138 3.2334
-1.4215 -1.4621 0.1350
1.0524 0.6155 0.3511
-0.7962 0.2578 -0.6187
0.5796 -0.7495 -0.5790
0.1615 -0.6093 0.9959
-1.0330 -0.3373 -0.1803
0.3768 0.8403 -0.4007
-1.3172 -0.9101 0.0390
0.7668 -0.4242 0.8690
-0.1694 -0.6392 -0.7707
-0.1020 1.0555 0.0900
0.2625 -0.9479 -0.9154
-0.0506 0.0214 1.1043
0.6211 0.5763 -0.6558
0.3763 -0.2291 1.2427
-0.6996 -0.8211 0.1219
-0.4483 0.9749 0.4713
-0.0088 0.3997 -1.1256
0.3134 -0.5354 -1.0154
0.2092 -0.9941 0.6636
0.9908 -0.0579 0.4994
-0.3684 1.2212 -0.3417
-0.5435 -0.0421 -1.3371

## Properties
Relative energy (zero: lowest compared OMol25 entry of this formula, charge and spin), kcal per mole: 68.2
HOMO energy, hartree: -0.3056
Energy, eV: -31821.5588
Maximum force, eV/A: 5.6
Frontier orbital gap, eV: 8.82